# 1
10
Properties=species:S:1:pos:R:3:nbo_charge:R:1 method="wB97M-V/def2-TZVPD" multiplicity=1 orbital_gap_ev=8.81 molar_mass_g_mol=107.2 e_homo_ev=-8.86 energy_ev=-25312.0204 relative_energy_kcal_mol=87.76
H -0.573 2.417 -0.029 0.21
N -0.231 0.636 -1.023 -0.71
C -0.791 -1.674 0.530 -0.83
H -0.195 -0.613 1.142 0.24
S -0.289 -1.129 -1.155 0.39
H -1.483 0.826 -1.048 0.38
C -0.041 1.391 0.120 -0.16
S 0.998 1.069 1.264 0.04
H -1.961 -1.709 0.688 0.21
H -0.511 -2.717 0.766 0.24

# 2
10
Properties=species:S:1:pos:R:3:nbo_charge:R:1 method="wB97M-V/def2-TZVPD" multiplicity=1 orbital_gap_ev=9.05 molar_mass_g_mol=107.2 e_homo_ev=-8.57 smiles="CC(=S)NS" energy_ev=-25315.1124 relative_energy_kcal_mol=16.46
H -1.543 0.829 0.462 0.17
H 2.218 -1.792 0.359 0.25
C 1.828 -1.226 -0.518 -0.67
S -0.746 1.866 0.083 0.15
C 0.538 -0.548 -0.132 0.11
H 1.423 1.219 -0.590 0.41
S -0.780 -1.406 0.400 -0.19
H 2.631 -0.496 -0.847 0.20
N 0.550 0.780 -0.268 -0.69
H 1.628 -1.930 -1.331 0.25

# 3
10
Properties=species:S:1:pos:R:3:nbo_charge:R:1 method="wB97M-V/def2-TZVPD" multiplicity=1 orbital_gap_ev=8.82 molar_mass_g_mol=107.2 e_homo_ev=-8.42 energy_ev=-25310.8635 relative_energy_kcal_mol=114.44
H 1.512 1.782 -1.528 0.27
H 1.005 -2.383 -0.053 0.21
H 0.324 1.358 0.412 0.29
C 0.321 1.314 -0.911 -0.86
C 0.318 -1.498 -0.104 -0.08
H -1.527 -0.356 2.731 0.13
S -1.290 -0.076 1.376 0.19
N -0.165 -1.284 1.137 -0.60
S 0.442 -0.405 -1.615 0.17
H -0.939 1.549 -1.444 0.27

# 4
10
Properties=species:S:1:pos:R:3:nbo_charge:R:1 method="wB97M-V/def2-TZVPD" multiplicity=1 orbital_gap_ev=9.08 molar_mass_g_mol=107.2 e_homo_ev=-8.52 smiles="CC(=S)NS" energy_ev=-25314.8790 relative_energy_kcal_mol=21.84
N 0.703 0.800 -0.086 -0.70
C -0.970 -0.786 -0.766 -0.69
C -0.151 -0.155 0.322 0.12
H -2.064 -0.602 -0.704 0.25
S -0.152 -0.649 1.921 -0.20
H -0.789 -1.882 -0.578 0.26
S 1.724 1.805 0.803 0.16
H 0.643 0.998 -1.042 0.40
H 1.743 0.988 1.958 0.18
H -0.687 -0.516 -1.828 0.21

# 5
8
Properties=species:S:1:pos:R:3:nbo_charge:R:1 method="wB97M-V/def2-TZVPD" multiplicity=1 orbital_gap_ev=7.14 total_charge=-1 molar_mass_g_mol=45.1 e_homo_ev=-1.97 smiles=CC[O-] energy_ev=-4201.6082 relative_energy_kcal_mol=4.31
H -1.641 -0.021 1.161 0.17
H 0.120 0.350 1.661 0.19
H -0.508 -1.393 -0.074 0.03
C -0.155 -0.353 -0.350 0.02
H -0.854 -0.068 -1.187 0.05
O 1.106 -0.133 -0.710 -0.94
C -0.686 0.449 0.934 -0.69
H -0.778 1.492 0.623 0.17

# 6
8
Properties=species:S:1:pos:R:3:nbo_charge:R:1 method="wB97M-V/def2-TZVPD" multiplicity=1 orbital_gap_ev=6.96 total_charge=-1 molar_mass_g_mol=45.1 e_homo_ev=-1.87 smiles=CC[O-] energy_ev=-4201.7001 relative_energy_kcal_mol=2.19
H 0.913 -1.081 0.525 0.06
H -1.816 -0.780 0.716 0.15
C -1.007 -0.028 0.657 -0.65
H -1.445 0.828 0.140 0.19
O 0.927 0.594 -0.640 -0.96
H -0.130 -1.189 -0.892 0.04
H -0.857 0.254 1.703 0.17
C 0.263 -0.448 -0.129 -0.01

# 7
9
Properties=species:S:1:pos:R:3:nbo_charge:R:1 method="wB97M-V/def2-TZVPD" multiplicity=1 orbital_gap_ev=5.69 total_charge=-1 molar_mass_g_mol=61.1 e_homo_ev=-2.15 energy_ev=-6247.1470 relative_energy_kcal_mol=92.05
H -2.924 -1.251 -1.536 0.38
O 1.657 1.484 0.903 -0.73
H 2.010 -0.654 0.971 0.16
H -0.224 -0.804 -0.409 0.31
C -0.019 -0.142 0.485 -0.52
H -0.715 0.776 0.732 0.17
O -2.162 -1.438 -2.189 -1.36
H 1.127 1.898 0.161 0.49
C 1.250 0.134 0.882 0.10

# 8
10
Properties=species:S:1:pos:R:3:nbo_charge:R:1 method="wB97M-V/def2-TZVPD" multiplicity=1 orbital_gap_ev=7.48 total_charge=-1 molar_mass_g_mol=93.1 e_homo_ev=-4.14 energy_ev=-17085.4319 relative_energy_kcal_mol=39.39
C 1.395 1.004 -0.803 -0.69
O -0.326 -0.576 0.943 -0.83
S -0.233 1.788 -1.622 -0.17
H 1.594 0.329 -1.727 0.21
H 1.133 0.377 0.054 0.29
H -1.570 -2.201 0.952 0.01
C -0.615 -1.791 1.358 0.62
O -0.113 -2.517 2.303 -0.78
H -0.773 0.681 -2.258 0.13
H 2.181 1.668 -0.354 0.21

# 9
10
Properties=species:S:1:pos:R:3:nbo_charge:R:1 method="wB97M-V/def2-TZVPD" multiplicity=1 orbital_gap_ev=7.42 total_charge=-1 molar_mass_g_mol=93.1 e_homo_ev=-3.26 energy_ev=-17086.2858 relative_energy_kcal_mol=19.70
C 1.581 -0.657 0.467 -0.73
H 2.523 -0.948 0.932 0.19
H 1.212 -1.478 -0.139 0.18
O -1.047 1.080 -0.715 -0.79
H 0.882 -0.412 1.257 0.19
H 0.011 1.179 -0.526 0.46
C -2.039 0.352 -0.327 0.67
S 1.828 0.846 -0.569 -0.57
O -2.881 0.653 0.486 -0.65
H -2.071 -0.614 -0.867 0.05

# 10
10
Properties=species:S:1:pos:R:3:lowdin_charge:R:1 method="wB97M-V/def2-TZVPD" multiplicity=7 orbital_gap_ev="5.14 / 6.52" total_charge=+1 molar_mass_g_mol=211.4 e_homo_ev="-11.70 / -12.95" energy_ev=-24143.4246 s2=12.01 relative_energy_kcal_mol=56.53
H -2.966 1.674 -0.086 0.13
O -0.922 1.972 -0.320 -0.47
C -2.069 1.210 -0.542 -0.36
H -1.978 -0.166 1.145 0.12
O -0.694 -0.783 -0.386 -0.39
Sm 0.968 0.864 -0.308 1.60
C -1.925 -0.200 0.043 -0.32
H -1.122 -2.409 -0.745 0.45
H -2.760 -0.839 -0.289 0.12
H -2.282 1.115 -1.629 0.12

# 11
12
Properties=species:S:1:pos:R:3:nbo_charge:R:1 method="wB97M-V/def2-TZVPD" multiplicity=3 orbital_gap_ev="5.93 / 7.74" molar_mass_g_mol=140.1 e_homo_ev="-6.14 / -10.14" energy_ev=-28418.1317 s2=2.01 relative_energy_kcal_mol=8.78
H 0.913 -1.666 -0.181 0.24
C -0.935 -0.687 -0.455 -0.63
P 1.187 4.239 0.341 1.88
H -1.142 0.315 -0.304 0.22
O 1.453 3.714 1.821 -0.97
C 0.324 -0.863 0.311 -0.04
H 2.315 3.923 2.198 0.53
H -0.960 -1.069 -1.412 0.23
O 0.715 -0.156 1.215 -0.22
O 2.332 4.030 -0.568 -0.98
H -1.795 -1.300 -0.107 0.20
S -0.586 4.919 0.077 -0.45

# 12
9
Properties=species:S:1:pos:R:3:nbo_charge:R:1 method="wB97M-V/def2-TZVPD" multiplicity=1 orbital_gap_ev=9.75 molar_mass_g_mol=76.0 e_homo_ev=-9.56 energy_ev=-13489.1905 relative_energy_kcal_mol=38.85
O -2.184 -0.002 -0.311 -1.06
C 0.391 -1.087 -0.164 -0.75
H 1.243 1.313 0.445 0.23
H 0.373 1.404 -1.192 0.24
P -0.897 0.000 0.372 1.72
H 1.239 -1.325 0.450 0.23
C 0.390 1.089 -0.163 -0.75
H 0.386 -1.392 -1.196 0.24
H -0.941 -0.001 1.759 -0.10